{
  "formula": "C5H12N",
  "method": "wB97M-V/def2-TZVPD",
  "homo_energy_ev": [-22.00, -22.08],
  "s_squared": 0.75,
  "charge": 2,
  "gap_ha": [0.5236, 0.2472],
  "e_above_lowest_kj_mol": 208.9,
  "multiplicity": 2,
  "lumo_ev": [-7.754, -15.359],
  "symbols": ["C", "C", "N", "C", "C", "C", "H", "H", "H", "H", "H", "H", "H", "H", "H", "H", "H", "H"],
  "xyz": [[1.55, 0.21, -1.07], [0.45, -0.71, -0.55], [-0.92, -0.11, -0.90], [-1.33, 0.84, 0.22], [-0.61, 0.26, 1.46], [0.48, -0.64, 1.00], [1.41, 0.30, -2.16], [1.62, 1.23, -0.68], [2.54, -0.25, -1.00], [0.54, -1.73, -0.92], [-0.96, 0.41, -1.78], [-1.54, -0.92, -1.06], [-2.40, 0.69, 0.37], [-0.97, 1.87, 0.12], [-1.37, -0.38, 2.01], [-0.23, 1.02, 2.14], [1.42, -0.37, 1.51], [0.31, -1.72, 1.30]],
  "mulliken_spin": [0.112, 0.126, -0.005, 0.029, 0.073, 0.169, 0.066, 0.002, 0.001, -0.010, 0.000, 0.000, 0.003, 0.015, 0.150, 0.018, 0.068, 0.180]
}

=====

{
  "formula": "C5H12N2",
  "method": "wB97M-V/def2-TZVPD",
  "homo_energy_ev": [1.36, -4.06],
  "s_squared": 0.75,
  "charge": -1,
  "gap_ha": [0.0944, 0.2918],
  "e_above_lowest_kj_mol": 42.4,
  "multiplicity": 2,
  "lumo_ev": [3.932, 3.884],
  "symbols": ["C", "C", "C", "C", "N", "C", "N", "H", "H", "H", "H", "H", "H", "H", "H", "H", "H", "H", "H"],
  "xyz": [[-0.08, -1.58, 0.68], [0.08, -0.85, -0.64], [0.03, 0.65, -0.37], [1.10, 1.23, 0.17], [1.12, 2.53, 0.69], [-1.23, 1.35, -0.78], [0.03, -3.04, 0.58], [0.71, -1.22, 1.35], [-1.01, -1.26, 1.15], [1.01, -1.14, -1.12], [-0.71, -1.10, -1.31], [2.01, 0.65, 0.29], [2.06, 2.90, 0.78], [0.50, 3.18, 0.22], [-2.12, 0.71, -0.77], [-1.10, 1.60, -1.85], [-1.48, 2.25, -0.24], [-0.43, -3.47, 1.38], [-0.50, -3.38, -0.22]],
  "mulliken_spin": [0.077, 0.557, -2.549, 2.276, -0.398, 3.008, -0.148, 0.055, 0.156, -0.033, 0.099, 0.223, -0.537, -0.330, -0.387, -0.182, -0.790, -0.071, -0.026]
}

=====

{
  "formula": "C5H12N2",
  "method": "wB97M-V/def2-TZVPD",
  "homo_energy_ev": [1.22, -2.96],
  "s_squared": 0.75,
  "charge": -1,
  "gap_ha": [0.0994, 0.2499],
  "e_above_lowest_kj_mol": 118.0,
  "multiplicity": 2,
  "lumo_ev": [3.925, 3.840],
  "symbols": ["C", "C", "C", "C", "C", "N", "N", "H", "H", "H", "H", "H", "H", "H", "H", "H", "H", "H", "H"],
  "xyz": [[1.08, -1.97, -0.92], [1.58, -0.53, -1.04], [1.07, 0.48, 0.05], [-0.34, 0.95, 0.31], [-1.26, 0.04, 0.72], [-2.45, 0.30, 1.35], [-0.71, 2.29, -0.06], [0.12, -2.09, -0.41], [0.87, -2.41, -1.90], [1.77, -2.68, -0.46], [2.67, -0.50, -0.88], [1.48, -0.22, -2.09], [1.75, 1.33, -0.09], [1.36, -0.08, 0.93], [-1.17, -0.98, 0.40], [-2.66, 1.19, 1.79], [-3.08, -0.45, 1.61], [-1.72, 2.38, 0.06], [-0.36, 2.94, 0.64]],
  "mulliken_spin": [0.202, -0.062, -0.050, -1.391, 3.062, 1.281, 0.476, -0.061, -0.002, -0.045, 0.009, -0.054, 0.197, -0.046, -0.059, -0.810, -1.001, -0.437, -0.210]
}

=====

{
  "formula": "C5H12N2",
  "method": "wB97M-V/def2-TZVPD",
  "homo_energy_ev": [-0.49, -1.52],
  "s_squared": 0.76,
  "charge": -1,
  "gap_ha": [0.1432, 0.1836],
  "e_above_lowest_kj_mol": 759.2,
  "multiplicity": 2,
  "lumo_ev": [3.405, 3.478],
  "symbols": ["C", "C", "C", "C", "C", "N", "N", "H", "H", "H", "H", "H", "H", "H", "H", "H", "H", "H", "H"],
  "xyz": [[-2.17, -0.48, -0.12], [-1.46, -1.80, 0.20], [1.85, 0.23, -0.53], [0.05, 1.22, 0.95], [1.54, 1.72, -0.17], [0.96, 2.24, 1.19], [-0.29, -2.18, -0.43], [-3.26, -0.50, -0.33], [-1.44, -0.65, 0.81], [-1.64, 0.07, -0.94], [-2.14, -2.41, 0.78], [0.96, -0.44, -0.70], [2.30, 0.27, -1.49], [0.23, 0.27, 1.46], [-0.98, 1.52, 0.81], [2.53, 2.17, -0.08], [0.88, 2.22, -0.96], [-0.34, -3.22, -0.74], [2.44, -0.26, 0.31]],
  "mulliken_spin": [0.051, 0.013, 0.202, 0.615, 0.272, 0.124, 0.009, -0.015, 0.002, -0.020, -0.004, -0.091, -0.059, 0.065, 0.015, -0.103, -0.037, 0.000, -0.039]
}

=====

Question: Which value of multiplicity does entry 2 give?
Answer: 2

=====

Question: Which value of multiplicity does entry 4 give?
Answer: 2